[1]
Entry from the Open Molecules 2025 dataset: a gas-phase ion, CH4N5 (charge +1) at a distorted geometry (ωB97M-V with the def2-TZVPD basis set).

Structure (ORCA input):
```
! wB97M-V def2-TZVPD RIJCOSX def2/J DEFGRID3
* xyz 1 1
H 0.32 -0.92 -0.44
H 0.38 0.81 -0.65
N -1.76 0.95 2.57
C 0.56 -0.02 0.02
H -2.00 -1.19 0.35
N -0.51 0.14 1.08
H 1.61 -0.04 0.41
N -0.58 0.94 2.08
N -2.42 0.06 1.90
N -1.73 -0.47 0.98
*
```

Computed properties:
SMILES: C[n+]1nnn[nH]1
Electronic energy (hartree): -313.885374
LUMO energy (eV): -5.9
Max |F| (eV/Å): 4.41
ΔE to the lowest compared entry with this formula, charge and spin (kcal/mol): 56.3

natural (NBO) atomic charge list, values in e, 8 entries: number 1, H, carries 0.231; number 2, H, carries 0.260; number 3, N, carries 0.018; number 4, C, carries -0.402; number 5, H, carries 0.478; number 6, N, carries 0.079; number 7, H, carries 0.290; number 8, N, carries 0.078

=====

[2]
Entry from the Open Molecules 2025 dataset: a molecular structure, C25H65CdN4O10 at a distorted geometry (ωB97M-V with the def2-TZVPD basis set).

Structure (ORCA input):
```
! wB97M-V def2-TZVPD RIJCOSX def2/J DEFGRID3
* xyz 1 1
H 3.73 -5.68 -1.00
H 2.29 -3.76 1.33
H 1.80 -6.49 0.26
H 2.10 0.90 -4.49
H -2.48 -3.94 1.06
H 4.75 -4.19 -2.74
C -3.60 6.63 -1.56
C -1.67 0.88 5.86
C 3.81 -3.66 -2.77
Cd -2.49 -3.75 -1.87
H 3.34 -3.33 -0.79
C -3.13 10.02 -2.91
C -2.87 3.75 -2.22
C -1.91 1.65 -1.48
H 0.51 -3.54 9.13
H -2.64 1.26 -2.19
H 0.11 1.38 -8.47
H -2.23 10.17 -3.51
H 2.30 -5.78 -3.88
O 3.27 -3.95 -4.03
H 1.91 -3.35 -1.80
H 4.20 -3.19 2.68
H -1.56 -0.54 9.73
H 2.34 -1.18 -5.49
H -3.48 4.04 -1.36
O -1.70 3.03 -1.92
C 4.29 -4.27 2.85
H 0.14 -0.29 7.80
H -2.50 1.58 5.74
C -0.45 -2.05 0.10
C 1.93 -5.41 0.15
O 0.22 -1.52 9.33
H -0.51 -1.17 -6.59
H 3.93 -5.95 -4.20
C 0.57 -0.99 -6.56
C -2.37 5.00 -3.04
H -0.41 -3.17 10.54
H -3.96 9.92 -3.61
C 0.63 -0.20 -3.52
H 3.94 2.17 -2.76
C 2.39 -4.83 1.49
H -1.27 0.67 -7.66
H 4.04 -2.59 -2.72
H -2.93 -0.15 3.38
H 3.40 1.66 -1.16
H -0.53 2.08 -7.09
H -2.55 -5.45 1.24
O -1.55 -2.74 -0.31
H -1.02 1.03 -1.57
H -3.03 6.83 -3.52
H -0.85 1.51 5.51
H -0.72 1.62 9.67
H -0.24 0.30 -3.94
C -4.15 8.03 -1.73
C -0.07 0.81 9.35
H 2.96 -5.38 -5.47
H 1.63 -5.09 2.22
H -0.69 -1.02 0.37
H -4.54 8.55 -0.85
H -4.26 6.04 -0.92
H -0.37 -0.43 11.06
H 0.05 -2.34 1.02
C 1.35 -1.63 -5.35
H -1.18 -3.09 8.99
H 0.35 -0.43 -2.50
O -1.51 -0.18 5.00
O 2.85 0.24 -2.66
C 3.71 1.30 -2.14
H 1.27 1.68 -3.17
H -1.80 1.21 3.40
H -3.54 3.14 -2.83
H 1.51 -2.68 -5.58
H 5.36 -4.44 2.96
O -3.03 8.82 -2.13
H 4.69 0.86 -1.98
H -1.22 -0.43 3.07
C -0.50 -0.50 9.98
H 0.96 1.09 9.58
H 0.31 -2.07 -0.67
C -1.92 0.16 3.67
H 1.52 -1.86 -3.40
N 0.75 -1.56 -3.98
C 1.78 0.76 -3.45
N -0.08 0.69 7.90
C -1.45 0.56 7.30
C -0.28 1.10 -7.49
C 2.85 -3.87 -1.60
H -3.23 10.91 -2.28
H -2.10 4.74 -4.06
H -2.33 1.61 -0.47
C -0.25 -2.86 9.51
H -4.85 8.08 -2.56
N -3.31 6.07 -2.91
H -2.63 6.75 -1.09
H 3.73 -4.50 3.76
H 0.96 -4.92 0.04
O 0.67 0.46 -6.59
C 3.11 -5.26 -4.39
O 3.74 -5.15 1.89
O -2.61 -4.62 1.72
H -1.91 -0.32 7.75
N 2.80 -5.30 -1.14
H -1.47 5.38 -2.55
H -2.08 1.35 7.72
H 1.14 -1.44 -7.37
*
```

Computed properties:
Electronic energy (hartree): -2129.939164
LUMO energy (eV): -8.3
Max |F| (eV/Å): 3.73

Löwdin atomic charge list, values in e, 8 entries: number 1, H, carries 0.101; number 2, H, carries 0.093; number 3, H, carries 0.105; number 4, H, carries 0.115; number 5, H, carries -0.044; number 6, H, carries 0.130; number 7, C, carries -0.187; number 8, C, carries -0.276

=====

no.,HOMO energy (eV),Kohn-Sham gap (eV)
1,-17.78,11.918
2,-9.94,1.650